1.
Molecular formula: C71H53F9N3OP3Pt
Method: DFT, wB97M-V/def2-TZVPD

Geometry as ORCA input:
```
! wB97M-V def2-TZVPD RIJCOSX def2/J DEFGRID3
* xyz 2 1
Pt 0.39 -0.17 0.12
C 4.51 2.39 5.10
C 4.31 0.87 4.94
C 5.10 0.12 6.02
C 2.82 0.55 5.07
C 2.16 0.48 6.29
C 0.82 0.14 6.38
C 0.10 -0.16 5.23
C 0.72 -0.07 3.99
P -0.21 -0.51 2.47
C -1.68 0.48 2.89
C -1.45 1.86 2.88
C -2.39 2.73 3.40
C -3.56 2.22 3.96
C -3.78 0.86 3.99
C -2.84 -0.02 3.46
C -0.52 -2.27 2.79
C -1.74 -2.89 2.54
C -1.90 -4.24 2.82
C -0.84 -4.98 3.33
C 0.38 -4.36 3.57
C 0.54 -3.02 3.30
C 2.04 0.33 3.94
O 2.52 0.46 2.69
C 3.86 0.27 2.53
C 4.19 -0.16 1.26
C 5.53 -0.37 0.96
C 6.48 -0.17 1.94
C 6.11 0.22 3.22
C 4.78 0.44 3.55
P 2.83 -0.30 0.03
C 3.31 1.22 -0.88
C 4.57 1.37 -1.47
C 4.97 2.61 -1.94
C 4.13 3.71 -1.83
C 2.89 3.57 -1.23
C 2.49 2.34 -0.75
C 3.29 -1.89 -0.74
C 2.80 -2.24 -2.00
C 3.02 -3.51 -2.52
C 3.68 -4.46 -1.76
C 4.12 -4.14 -0.48
C 3.92 -2.87 0.03
H 4.19 2.71 6.10
H 3.94 2.94 4.36
H 5.57 2.64 4.99
H 4.80 0.45 7.02
H 6.16 0.33 5.94
H 4.94 -0.95 5.95
H 2.70 0.70 7.21
H 0.33 0.10 7.34
H -0.94 -0.47 5.31
H -0.51 2.24 2.50
H -2.21 3.79 3.40
H -4.29 2.90 4.39
H -4.67 0.46 4.46
H -3.02 -1.08 3.53
H -2.57 -2.34 2.12
H -2.85 -4.72 2.62
H -0.97 -6.03 3.56
H 1.20 -4.93 3.98
H 1.49 -2.54 3.50
H 5.83 -0.73 -0.02
H 7.53 -0.33 1.72
H 6.88 0.35 3.97
H 5.23 0.52 -1.57
H 5.94 2.72 -2.40
H 4.45 4.67 -2.20
H 2.25 4.44 -1.12
H 1.54 2.23 -0.24
H 2.24 -1.53 -2.57
H 2.65 -3.76 -3.50
H 3.85 -5.45 -2.16
H 4.61 -4.88 0.13
H 4.26 -2.64 1.03
C -1.23 -5.46 -1.03
C -0.07 -4.76 -0.71
C -0.11 -3.40 -0.47
C -1.33 -2.72 -0.54
C -2.50 -3.43 -0.87
C -2.44 -4.78 -1.12
N -1.37 -1.33 -0.36
N -2.50 -0.82 -0.34
C -2.63 0.55 -0.21
C -3.91 1.09 -0.27
C -4.07 2.45 -0.10
C -2.95 3.23 0.12
C -1.71 2.61 0.17
N -1.54 1.31 0.00
H -1.18 -6.52 -1.23
H 0.88 -5.28 -0.64
H 0.79 -2.86 -0.21
H -3.43 -2.89 -0.94
H -3.34 -5.32 -1.38
H -4.75 0.42 -0.44
H -5.06 2.90 -0.15
H -3.03 4.30 0.26
H -0.81 3.19 0.35
F 0.76 -5.95 -4.80
C -0.36 -5.33 -5.26
F -0.36 -5.44 -6.59
F -1.41 -6.00 -4.78
C -0.34 -3.90 -4.79
C -1.24 -3.47 -3.82
C -1.10 -2.20 -3.28
C -0.07 -1.35 -3.70
C 0.76 -1.77 -4.74
C 0.63 -3.04 -5.28
P 0.16 0.23 -2.79
C -1.40 1.12 -3.22
C -2.41 0.59 -4.02
C -3.51 1.37 -4.37
C -3.59 2.69 -3.94
C -2.57 3.24 -3.18
C -1.49 2.46 -2.82
C -4.78 3.51 -4.35
F -4.72 3.83 -5.65
F -5.92 2.83 -4.15
F -4.87 4.65 -3.65
C 1.33 1.11 -3.92
C 2.62 0.62 -4.10
C 3.50 1.20 -5.00
C 3.10 2.30 -5.74
C 1.82 2.81 -5.58
C 0.95 2.22 -4.68
C 4.07 2.90 -6.72
F 4.46 1.98 -7.62
F 3.54 3.93 -7.39
F 5.18 3.33 -6.09
H -2.03 -4.12 -3.48
H -1.81 -1.86 -2.55
H 1.53 -1.11 -5.13
H 1.28 -3.36 -6.08
H -2.36 -0.42 -4.39
H -4.29 0.95 -4.98
H -2.63 4.28 -2.87
H -0.68 2.89 -2.25
H 2.98 -0.24 -3.55
H 4.49 0.80 -5.13
H 1.50 3.67 -6.16
H -0.05 2.63 -4.62
*
```

Properties
Gap between HOMO and LUMO ... 6.293 eV
ΔE to the lowest compared entry with this formula, charge and spin ... 66.2 kJ/mol
Calculated total energy ... -5018.690223 hartree

---

2.
Molecular formula: C71H59N2O3P3SY
Method: DFT, wB97M-V/def2-TZVPD

Geometry as ORCA input:
```
! wB97M-V def2-TZVPD RIJCOSX def2/J DEFGRID3
* xyz 3 1
Y -0.47 0.25 0.25
O -1.84 -1.34 0.67
S -1.28 -2.59 -0.09
C -2.60 -3.05 -1.13
C -3.66 -3.76 -0.60
C -4.70 -4.25 -1.39
C -4.63 -4.05 -2.74
C -5.55 -4.47 -3.86
C -4.83 -4.01 -5.16
C -3.67 -3.19 -4.68
C -2.75 -2.43 -5.35
C -1.80 -1.73 -4.59
C -1.68 -1.80 -3.21
P -0.49 -0.61 -2.47
C -0.77 0.87 -3.49
C -2.08 1.31 -3.69
C -2.33 2.45 -4.44
C -1.27 3.15 -5.02
C 0.03 2.72 -4.81
C 0.29 1.60 -4.04
C 1.13 -1.29 -2.95
C 1.84 -2.04 -2.00
C 2.96 -2.76 -2.37
C 3.40 -2.73 -3.69
C 2.72 -1.96 -4.63
C 1.59 -1.25 -4.26
C -2.55 -2.68 -2.51
C -3.57 -3.29 -3.28
C -1.10 -3.92 1.06
C -1.24 -5.17 0.49
C -1.11 -6.36 1.21
C -0.87 -6.26 2.55
C -0.74 -7.34 3.59
C -0.50 -6.58 4.92
C -0.43 -5.13 4.52
C -0.18 -4.02 5.26
C -0.10 -2.79 4.58
C -0.32 -2.62 3.23
P 0.09 -0.92 2.68
C -1.17 0.16 3.41
C -2.36 -0.30 3.98
C -3.27 0.61 4.50
C -3.02 1.97 4.45
C -1.84 2.44 3.87
C -0.93 1.54 3.34
C 1.64 -0.52 3.53
C 1.71 0.09 4.78
C 2.94 0.28 5.39
C 4.10 -0.15 4.77
C 4.04 -0.75 3.52
C 2.81 -0.93 2.90
C -0.69 -3.76 2.44
C -0.67 -4.99 3.13
H -3.66 -3.98 0.46
H -5.52 -4.80 -0.93
H -6.51 -3.97 -3.74
H -5.75 -5.54 -3.84
H -5.49 -3.45 -5.82
H -4.47 -4.87 -5.73
H -2.77 -2.32 -6.43
H -1.15 -1.05 -5.14
H -2.91 0.75 -3.29
H -3.35 2.77 -4.62
H -1.47 4.01 -5.64
H 0.86 3.27 -5.25
H 1.31 1.28 -3.88
H 1.51 -2.07 -0.97
H 3.49 -3.35 -1.64
H 4.27 -3.30 -3.98
H 3.07 -1.93 -5.65
H 1.06 -0.68 -5.02
H -1.48 -5.24 -0.56
H -1.24 -7.31 0.71
H 0.09 -8.00 3.35
H -1.64 -7.96 3.62
H 0.42 -6.90 5.41
H -1.31 -6.74 5.63
H 0.00 -4.06 6.33
H 0.18 -1.93 5.18
H -2.56 -1.36 4.03
H -4.18 0.25 4.95
H -3.72 2.67 4.89
H -1.63 3.50 3.86
H 0.00 1.91 2.93
H 0.81 0.42 5.28
H 2.99 0.74 6.37
H 5.06 -0.01 5.25
H 4.95 -1.08 3.03
H 2.76 -1.41 1.92
N -1.95 2.02 0.26
C -2.69 2.92 0.26
N -3.50 3.91 0.22
C -4.19 4.43 1.42
C -3.83 5.90 1.56
O -4.15 6.60 0.38
C -3.40 6.14 -0.73
C -3.72 4.69 -1.02
H -3.88 3.85 2.29
H -5.26 4.31 1.27
H -2.76 6.01 1.79
H -4.41 6.35 2.37
H -2.33 6.26 -0.53
H -3.67 6.76 -1.58
H -3.09 4.28 -1.81
H -4.77 4.57 -1.30
O 1.61 0.79 0.13
P 2.79 1.75 -0.15
C 2.17 3.36 -0.64
C 3.02 4.47 -0.55
C 2.57 5.73 -0.89
C 1.25 5.90 -1.31
C 0.40 4.82 -1.39
C 0.86 3.55 -1.07
C 3.72 2.10 1.34
C 3.00 2.50 2.47
C 3.67 2.93 3.60
C 5.06 2.97 3.61
C 5.77 2.58 2.49
C 5.11 2.15 1.35
C 3.92 1.12 -1.37
C 4.13 1.79 -2.57
C 5.09 1.33 -3.46
C 5.85 0.22 -3.14
C 5.64 -0.46 -1.94
C 4.67 -0.02 -1.06
H 4.04 4.34 -0.20
H 3.23 6.58 -0.82
H 0.90 6.89 -1.57
H -0.62 4.95 -1.74
H 0.19 2.71 -1.18
H 1.92 2.49 2.46
H 3.11 3.24 4.47
H 5.58 3.31 4.49
H 6.86 2.61 2.50
H 5.68 1.86 0.48
H 3.55 2.68 -2.81
H 5.26 1.85 -4.39
H 6.61 -0.13 -3.83
H 6.24 -1.33 -1.70
H 4.52 -0.54 -0.12
*
```

Properties
Gap between HOMO and LUMO ... 7.660 eV
Calculated total energy ... -4536.198788 hartree

---

3.
Molecular formula: C71H61GaGe2N3O2P2STe
Method: DFT, wB97M-V/def2-TZVPD

Geometry as ORCA input:
```
! wB97M-V def2-TZVPD RIJCOSX def2/J DEFGRID3
* xyz 2 2
Ga -0.25 -1.26 -0.14
C -1.34 -1.57 7.92
C -1.02 -1.10 6.54
C -1.65 0.03 6.01
C -1.37 0.44 4.71
C -0.48 -0.29 3.95
C 0.19 -1.38 4.48
C -0.08 -1.78 5.77
S -0.19 0.16 2.26
O 0.84 -0.76 1.74
O 0.17 1.56 2.16
N -1.43 -0.07 1.27
C -2.42 -1.00 1.52
C -3.27 -1.00 2.63
C -4.27 -1.95 2.68
C -4.41 -2.87 1.65
C -3.53 -2.79 0.59
N -2.55 -1.89 0.53
H -2.00 -0.87 8.44
H -0.42 -1.66 8.50
H -1.82 -2.55 7.90
H -2.35 0.58 6.61
H -1.82 1.33 4.29
H 0.93 -1.88 3.88
H 0.44 -2.62 6.19
H -3.17 -0.26 3.40
H -4.94 -1.96 3.53
H -5.19 -3.61 1.67
H -3.59 -3.47 -0.25
Te 2.34 2.83 1.25
C 3.73 3.60 -0.23
C 4.94 3.02 -0.58
C 5.57 3.48 -1.73
N 5.08 4.42 -2.49
C 3.95 5.01 -2.13
C 3.24 4.64 -1.00
C 1.46 1.92 -0.44
P 1.84 0.23 -0.87
C 3.53 -0.09 -0.25
C 3.80 -0.05 1.12
C 5.11 -0.12 1.58
C 6.16 -0.25 0.68
C 5.89 -0.41 -0.67
C 4.58 -0.35 -1.13
C 2.08 0.13 -2.69
C 1.53 -0.95 -3.37
C 1.78 -1.12 -4.72
C 2.58 -0.22 -5.39
C 3.14 0.86 -4.71
C 2.88 1.03 -3.37
P -0.20 2.42 -0.85
C -0.15 2.27 -2.67
C -0.90 1.29 -3.33
C -0.87 1.20 -4.71
C -0.09 2.08 -5.45
C 0.70 3.01 -4.80
C 0.68 3.10 -3.42
C -0.33 4.17 -0.38
C -0.51 4.40 0.99
C -0.65 5.68 1.49
C -0.64 6.76 0.62
C -0.51 6.54 -0.75
C -0.35 5.26 -1.25
H 5.38 2.23 0.01
H 6.50 3.04 -2.06
H 3.59 5.79 -2.79
H 2.32 5.14 -0.74
H 2.98 -0.02 1.83
H 5.30 -0.07 2.64
H 7.18 -0.27 1.03
H 6.68 -0.57 -1.38
H 4.39 -0.50 -2.18
H 0.92 -1.67 -2.83
H 1.35 -1.96 -5.25
H 2.79 -0.35 -6.44
H 3.78 1.56 -5.23
H 3.33 1.86 -2.83
H -1.50 0.59 -2.76
H -1.46 0.45 -5.21
H -0.10 2.03 -6.52
H 1.34 3.67 -5.37
H 1.34 3.80 -2.91
H -0.54 3.55 1.67
H -0.77 5.85 2.55
H -0.77 7.76 1.00
H -0.53 7.38 -1.43
H -0.27 5.11 -2.31
C -0.51 -4.04 2.36
Ge 0.25 -3.68 0.53
C 2.22 -3.60 0.45
C 3.01 -3.39 1.57
C 4.38 -3.35 1.46
C 4.99 -3.52 0.23
C 4.21 -3.71 -0.90
C 2.83 -3.74 -0.80
C -0.64 -4.74 -0.90
C -1.40 -4.13 -1.87
C -2.10 -4.89 -2.81
C -2.05 -6.26 -2.76
C -1.26 -6.92 -1.80
C -1.14 -8.32 -1.77
C -0.32 -8.94 -0.86
C 0.41 -8.17 0.06
C 0.31 -6.81 0.06
C -0.52 -6.15 -0.86
H 0.28 -4.33 3.05
H -1.23 -4.86 2.29
H -1.02 -3.17 2.76
H 2.54 -3.27 2.54
H 4.99 -3.20 2.34
H 6.06 -3.51 0.15
H 4.68 -3.86 -1.86
H 2.22 -3.89 -1.68
H -1.47 -3.04 -1.90
H -2.68 -4.39 -3.57
H -2.62 -6.85 -3.46
H -1.70 -8.91 -2.48
H -0.22 -10.01 -0.86
H 1.06 -8.68 0.76
H 0.89 -6.21 0.76
Ge -2.56 1.92 -0.29
C -3.18 3.46 -1.37
C -3.44 4.66 -0.72
C -3.84 5.78 -1.43
C -4.00 5.70 -2.81
C -3.76 4.51 -3.46
C -3.35 3.40 -2.75
C -3.65 1.93 1.37
C -4.82 1.19 1.28
C -5.76 1.23 2.29
C -5.55 2.02 3.40
C -4.39 2.77 3.51
C -3.44 2.72 2.50
H -2.92 0.60 -1.03
H -3.34 4.72 0.36
H -4.03 6.71 -0.92
H -4.31 6.57 -3.37
H -3.89 4.44 -4.53
H -3.17 2.46 -3.26
H -4.99 0.57 0.41
H -6.67 0.65 2.20
H -6.30 2.08 4.18
H -4.23 3.40 4.37
H -2.53 3.31 2.59
*
```

Properties
⟨S²⟩ ... 0.765
Gap between HOMO and LUMO (alpha / beta) ... 6.084 / 4.996 eV
Calculated total energy ... -10483.915343 hartree